# 1
Here is a structure of composition C28H58B2BeCl5FMgN7O17 at a distorted geometry from the OMol25 dataset. Energies are from ωB97M-V with the def2-TZVPD basis set.

```
120
Properties=species:S:1:pos:R:3:forces:R:3
C -5.998 0.057 1.203 -0.156 -0.572 0.621
C -5.549 -1.404 1.835 -0.688 -0.670 -0.164
C -5.956 -1.559 3.432 -0.494 0.730 -0.658
C -5.329 -0.361 4.389 -1.111 -0.203 0.610
C -3.920 -0.768 5.129 -0.244 1.044 1.110
C -2.593 0.021 4.545 -0.846 -0.517 -1.009
C -1.909 -0.961 3.425 0.647 -1.219 1.204
C -0.265 -1.062 3.509 -1.138 1.039 0.079
C 0.304 -0.990 1.984 1.120 1.546 -0.159
N 0.549 -2.297 1.282 0.548 -2.065 -1.323
C -0.104 -3.596 1.810 -0.531 -1.738 -0.124
B 0.970 -4.459 2.768 1.789 -1.014 0.731
O 2.188 -5.061 2.125 -2.697 0.118 3.132
O 0.828 -4.637 4.226 -1.228 -0.410 -2.878
C 1.327 -2.507 0.161 3.137 -0.023 -4.992
N 1.692 -3.756 -0.609 1.140 1.986 -0.717
C 2.615 -3.526 -1.784 -4.048 5.899 7.073
B 3.248 -4.650 -2.803 0.589 -2.659 -3.100
O 2.539 -4.824 -4.121 0.005 0.225 4.612
O 4.415 -5.522 -2.526 -4.189 1.490 -0.325
N 2.744 -2.021 -1.703 -0.120 -8.244 -0.861
O 3.500 -1.507 -2.683 -0.331 2.250 -0.158
C 2.738 -1.244 -3.912 -1.826 0.660 -3.020
C 1.168 -0.832 -3.691 -0.741 0.313 -0.166
O 0.551 -0.739 -5.055 -2.100 -0.813 3.617
C -0.768 -1.389 -5.078 -1.155 -0.125 -1.301
C -1.968 -0.551 -4.334 -0.029 -1.025 1.131
N 2.059 -1.464 -0.635 -1.784 0.733 0.556
C 2.177 0.030 -0.555 0.955 1.370 0.811
C 3.513 0.342 0.401 2.106 -1.013 -1.691
N 4.074 -0.895 1.066 -0.780 1.315 -0.365
N 3.250 1.370 1.479 1.487 0.556 -0.590
N 4.628 0.854 -0.536 -0.815 -2.125 1.985
H -5.140 0.813 1.492 -2.276 -1.363 -0.926
H -6.176 -0.026 0.034 0.713 0.237 2.462
H -7.045 0.357 1.672 2.124 -0.546 -0.828
H -4.392 -1.637 1.684 -2.603 0.710 0.194
H -6.186 -2.215 1.237 1.483 1.467 1.324
H -5.677 -2.617 3.853 -0.331 1.961 -0.796
H -7.148 -1.506 3.457 2.528 0.016 0.093
H -5.290 0.689 3.830 0.119 -2.592 1.108
H -6.132 -0.207 5.259 1.729 -0.274 -1.824
H -4.011 -0.449 6.274 0.052 -0.704 -2.339
H -3.827 -1.936 5.128 0.113 2.228 -0.112
H -1.858 0.410 5.369 -1.264 -1.089 -1.273
H -3.005 0.995 3.992 1.014 -2.247 1.038
H -2.230 -0.538 2.358 1.003 -1.170 2.471
H -2.400 -2.046 3.481 1.154 2.071 0.263
H 0.087 -0.058 4.052 -0.529 -2.032 -1.286
H 0.138 -1.937 4.170 -0.484 1.475 -1.551
H 1.363 -0.444 2.058 -1.537 -1.254 -0.099
H -0.352 -0.301 1.269 0.604 -1.424 1.665
H -0.357 -4.350 0.919 0.661 2.036 1.550
H -1.135 -3.408 2.337 2.181 0.222 -1.042
H 2.542 -5.787 2.748 -0.715 1.844 -1.258
H -0.120 -4.801 4.504 1.574 0.651 -0.509
H 1.537 -4.864 -3.964 1.929 0.327 -0.639
H 4.106 -6.449 -2.774 0.778 1.515 -0.162
H 3.248 -0.348 -4.490 -0.791 -1.907 1.510
H 2.734 -2.170 -4.666 0.197 1.785 1.966
H 0.530 -1.597 -3.076 1.473 1.149 -0.983
H 0.995 0.225 -3.202 0.535 -1.965 -0.893
H -1.091 -1.486 -6.220 1.157 0.282 2.420
H -0.668 -2.481 -4.669 -0.145 1.950 -0.553
H -2.482 -1.316 -3.576 0.934 1.706 -1.483
H -1.615 0.392 -3.735 -0.619 -1.953 -1.431
H -2.774 -0.213 -5.134 1.708 -0.195 1.442
H 2.406 0.577 -1.577 -0.742 -1.640 1.934
H 1.209 0.582 -0.127 1.331 -1.838 -1.644
H 3.378 -1.366 1.685 0.850 0.373 -0.925
H 4.513 -1.549 0.380 -0.834 0.818 0.780
H 4.174 1.453 2.001 -1.689 -0.224 -0.457
H 3.190 2.300 0.964 0.950 -0.810 0.263
H 5.540 0.704 -0.044 -1.001 0.468 -0.571
H 4.465 1.856 -0.782 0.514 -1.377 0.718
Cl -2.953 0.507 1.336 0.189 2.135 -2.232
Mg 1.271 1.748 1.414 -2.157 0.537 0.369
C 1.489 -1.308 -8.071 -0.272 -2.246 -1.508
O 1.477 -0.974 -6.789 2.490 1.118 -1.078
H 1.998 -2.248 -8.344 0.126 -0.270 0.550
H 0.513 -1.453 -8.565 -0.557 0.402 0.146
H 1.970 -0.605 -8.772 -0.075 1.030 0.383
F -2.781 1.695 -5.054 -0.159 0.015 -0.180
C 2.220 -7.883 -6.809 -0.766 -2.982 -1.789
O 3.066 -8.290 -5.977 0.738 -1.089 0.612
O 1.999 -6.584 -6.658 -0.225 2.803 0.722
O 1.588 -8.480 -7.709 0.549 0.231 0.703
H 2.639 -6.539 -5.919 -0.288 1.136 -0.067
Be 4.031 3.321 -1.446 -0.820 1.738 -0.642
C -0.190 2.722 -2.349 0.371 1.226 -0.340
O 0.710 3.480 -2.021 1.838 1.154 0.565
O -0.511 1.693 -1.744 -0.197 -2.934 2.489
O -0.919 2.868 -3.336 -1.039 0.544 -1.920
C 5.154 3.473 -5.868 -0.136 -0.191 -0.471
Cl 6.834 3.068 -6.303 -0.371 0.113 0.150
Cl 5.085 3.955 -4.154 0.074 -0.003 -0.216
Cl 4.584 4.820 -6.886 0.162 -0.366 0.330
Cl 4.114 2.050 -6.127 0.245 0.424 0.089
C -3.478 6.281 4.539 -0.269 0.290 -0.049
C -3.911 4.922 5.048 0.773 1.063 -0.176
C -3.591 3.791 4.118 0.772 -0.166 -0.374
O -4.553 2.820 4.489 -0.948 0.420 0.463
C -5.632 3.514 4.958 -2.475 -1.217 0.455
O -6.726 3.022 5.191 2.643 1.211 -0.534
O -5.324 4.836 5.138 -0.500 -0.952 -0.045
H -3.944 7.079 5.127 0.175 -0.159 0.025
H -2.390 6.391 4.595 -0.142 -0.062 0.033
H -3.788 6.435 3.500 0.043 -0.140 0.122
H -3.504 4.750 6.052 0.024 -0.099 -0.096
H -2.577 3.409 4.254 -0.206 -0.176 -0.019
H -3.742 4.039 3.059 0.073 0.105 0.176
C 2.921 6.620 3.238 -0.095 0.045 0.284
C 3.356 5.399 2.455 0.053 0.557 -0.190
O 2.772 5.420 1.160 0.055 -0.132 -0.244
H 1.830 6.651 3.328 0.161 -0.088 0.007
H 3.359 6.617 4.240 -0.035 0.085 -0.071
H 3.224 7.538 2.724 0.087 -0.105 0.082
H 3.032 4.485 2.960 -0.060 -0.008 -0.138
H 4.445 5.368 2.349 0.080 -0.074 0.222
H 3.073 6.232 0.716 -0.250 -0.450 0.119
```
Positions in Å, forces in eV/Å.

Output
HOMO	-4.44	eV
total charge	-1
orbital gap	0.0608	hartree
LUMO energy	-2.8	eV
2S+1	1
molar mass	1016.01	g mol⁻¹



# 2
Here is a structure of composition C8H9LuNO5 at a distorted geometry from the OMol25 dataset. Energies are from ωB97M-V with the def2-TZVPD basis set.

```
24
Properties=species:S:1:pos:R:3:forces:R:3
O 3.377 0.598 -1.226 -2.501 -1.593 -0.430
C 2.474 -0.072 -1.456 15.936 10.206 2.772
Lu 1.049 -1.129 -1.819 -8.158 7.825 8.559
O 2.507 -3.467 -0.735 -1.806 2.852 -1.250
C 1.940 -2.557 -1.157 8.697 -13.800 6.366
C 1.186 -0.711 -3.572 1.360 4.235 -17.228
O 1.273 -0.444 -4.689 -0.323 -0.844 3.642
C -0.376 -2.187 -2.181 -14.108 -11.432 -4.474
O -1.279 -2.857 -2.411 2.085 1.696 0.639
C -1.614 1.289 2.437 -0.197 0.659 0.390
N -0.719 1.341 1.289 -0.622 2.173 1.027
C -0.237 2.640 0.827 -0.125 0.707 0.210
C -0.354 0.207 0.598 -0.407 -2.160 0.015
C -0.840 -1.173 0.971 -0.359 0.228 0.915
O 0.379 0.334 -0.375 -0.235 0.979 0.023
H -1.819 2.299 2.851 0.362 -0.588 -0.516
H -1.157 0.680 3.245 -0.203 -0.101 -0.313
H -2.590 0.854 2.135 0.337 -0.184 0.096
H 0.873 2.668 0.859 -0.338 -0.173 -0.211
H -0.573 2.818 -0.218 0.300 -0.257 0.278
H -0.619 3.480 1.445 0.108 -0.854 -0.196
H -1.438 -1.593 0.143 0.157 0.230 0.257
H 0.035 -1.826 1.167 -0.356 0.317 -0.049
H -1.480 -1.190 1.873 0.396 -0.121 -0.523
```
Positions in Å, forces in eV/Å.

Output
HOMO (alpha / beta)	-20.97 / -23.54	eV
energy relative to the best compared isomer or geometry (same formula, charge and spin)	1495.1	kJ/mol
total charge	+3
orbital gap (alpha / beta)	0.1726 / 0.3200	hartree
LUMO energy (alpha / beta)	-16.3 / -14.8	eV
2S+1	1
molar mass	374.13	g mol⁻¹



# 3
Here is a structure of composition C9H32F3FeN16O11S at a distorted geometry from the OMol25 dataset. Energies are from ωB97M-V with the def2-TZVPD basis set.

```
73
Properties=species:S:1:pos:R:3:forces:R:3
Fe 0.467 -0.529 -4.338 0.134 -0.290 -0.055
C 0.318 0.408 0.033 -0.736 0.290 -1.514
F 1.022 1.556 0.094 -0.161 -0.878 -0.591
F 1.111 -0.657 -0.124 -0.026 0.724 0.006
F -0.289 0.297 1.205 -0.626 -0.380 0.236
S -1.048 0.419 -1.402 0.187 -1.409 -1.159
O -1.833 -0.774 -1.322 0.066 -0.170 1.092
O -1.775 1.653 -1.292 0.700 0.245 0.185
O -0.262 0.286 -2.658 0.606 1.363 0.660
C 5.056 -0.366 0.476 -0.139 0.654 0.293
O 4.737 -1.482 0.883 -0.261 0.000 0.410
N 4.420 0.292 -0.520 -0.235 -0.445 -0.036
N 6.004 0.416 1.043 0.655 0.410 0.356
H 4.832 1.150 -0.834 -0.410 -0.016 -0.522
H 3.665 -0.164 -1.007 0.174 0.124 -0.232
H 6.227 1.284 0.591 0.166 0.054 0.206
H 6.628 0.130 1.777 -0.131 -0.413 -0.172
C -3.642 1.645 2.311 -2.816 -1.749 0.263
O -4.498 1.317 3.141 0.590 0.548 -0.743
N -3.857 1.652 0.968 0.501 0.209 -0.329
N -2.371 1.818 2.673 1.043 -0.026 0.624
H -3.154 2.098 0.408 -0.367 0.016 -0.319
H -4.738 1.414 0.550 -0.094 0.172 0.341
H -1.716 2.156 1.992 0.192 0.484 0.585
H -2.321 1.885 3.678 0.727 0.396 -0.203
C -2.707 -3.709 0.697 1.773 -1.328 1.094
O -2.540 -4.466 1.659 -0.906 -0.220 -0.951
N -2.541 -2.399 0.845 -0.053 2.642 0.310
N -2.813 -4.040 -0.617 -0.301 -0.849 -0.436
H -2.438 -1.801 0.034 -0.398 0.009 0.420
H -2.758 -1.963 1.727 -0.045 -0.159 -0.054
H -2.729 -3.309 -1.300 -0.051 -0.084 -0.121
H -2.584 -4.970 -0.919 -0.203 -0.026 0.221
C 0.340 -3.138 -2.465 -0.669 -1.469 -0.913
O 0.887 -2.259 -3.133 0.228 1.074 0.354
N -0.691 -3.908 -2.921 0.300 -0.106 0.193
N 0.735 -3.524 -1.241 1.400 0.771 0.588
H -0.601 -4.781 -2.430 -0.910 -0.459 -0.430
H -0.885 -3.970 -3.909 0.155 0.277 -0.025
H 1.626 -3.143 -0.948 -0.134 0.065 0.264
H 0.629 -4.483 -0.958 -0.302 0.020 0.157
C 1.448 -3.241 2.513 -0.947 -0.504 -0.545
O 2.223 -3.150 1.554 -0.025 0.477 0.863
N 0.136 -2.899 2.424 0.568 0.838 -0.600
N 1.762 -3.723 3.739 0.826 0.298 -0.138
H -0.102 -2.405 1.580 -0.626 -0.382 -0.001
H -0.553 -3.076 3.134 -0.145 -0.072 -0.229
H 2.713 -4.016 3.879 -0.248 -0.320 0.336
H 1.022 -3.790 4.414 0.434 -0.278 0.357
C -1.062 1.918 -5.437 -1.606 1.225 0.436
O -0.179 1.029 -5.466 -0.099 0.235 -0.201
N -1.419 2.544 -4.309 1.037 -0.644 1.174
N -1.785 2.301 -6.499 0.940 -0.848 -1.792
H -2.060 3.310 -4.216 -0.017 -0.071 -0.294
H -0.895 2.248 -3.501 -0.305 0.226 0.186
H -1.430 2.009 -7.397 -0.231 -0.124 0.021
H -2.597 2.891 -6.521 0.140 0.100 0.513
C 2.737 0.894 3.679 -1.318 2.279 -0.004
O 3.329 1.712 4.364 0.178 -1.081 -0.290
N 3.175 -0.361 3.419 1.461 -1.554 -0.334
N 1.547 1.112 3.066 0.536 0.473 0.766
H 2.652 -0.994 2.817 0.219 -0.491 -0.144
H 4.098 -0.625 3.750 0.029 -0.265 0.036
H 1.111 0.464 2.433 -0.207 0.186 0.282
H 1.139 1.997 3.330 -0.412 -0.088 -0.449
C -1.680 5.057 0.513 -2.773 -1.739 0.574
O -2.561 4.728 1.299 0.556 0.310 0.311
N -1.027 4.144 -0.254 1.745 1.974 -0.353
N -1.357 6.347 0.248 0.331 -0.083 0.521
H -1.258 3.210 -0.558 -0.381 0.381 0.140
H -0.382 4.753 -0.736 0.732 -1.554 -0.934
H -0.961 6.575 -0.644 -0.046 0.640 0.245
H -1.698 6.997 0.936 0.031 0.384 -0.508
```
Positions in Å, forces in eV/Å.

Output
HOMO (alpha / beta)	-6.28 / -11.18	eV
total charge	+1
orbital gap (alpha / beta)	0.1402 / 0.0870	hartree
LUMO energy (alpha / beta)	-2.5 / -8.8	eV
2S+1	9
molar mass	685.36	g mol⁻¹
<S²>	20.015



# 4
Here is the molecule C16H18N2O2 at a distorted geometry from the OMol25 dataset. Energies are from ωB97M-V with the def2-TZVPD basis set.

```
38
Properties=species:S:1:pos:R:3:forces:R:3
O -4.506 -0.198 -0.267 -0.934 1.386 0.240
N -0.174 -0.846 1.156 0.013 -1.091 -1.310
O 0.458 1.417 1.447 0.571 -0.531 -0.729
C -3.719 -0.902 0.303 0.551 -1.158 -2.573
C -0.400 0.443 1.069 -1.886 0.019 -0.198
C -1.754 0.649 0.650 0.114 2.510 0.856
C -2.347 -0.573 0.470 3.760 2.499 0.713
C 3.352 4.116 -1.780 -2.267 -0.962 -2.242
C 4.004 3.935 -0.637 1.405 0.274 3.245
C 2.348 3.146 -2.059 -0.278 -0.095 0.849
C 3.621 3.030 0.409 -0.446 -0.600 -3.047
C 1.889 2.187 -1.138 3.383 3.288 1.271
C 2.550 2.167 0.147 -2.481 -1.042 0.190
N -1.291 -1.419 0.636 -1.811 -1.925 1.111
C 1.846 1.163 1.205 2.805 0.195 -1.085
C -4.332 -3.152 -0.846 1.330 0.124 2.071
C -5.261 -2.441 1.345 -3.197 0.488 -1.622
C -1.598 -2.866 0.622 0.104 -0.080 -0.445
C -2.982 -3.129 1.261 0.668 0.487 -0.245
C -4.002 -2.318 0.487 -2.313 -4.502 0.935
H -2.232 1.628 0.708 0.037 -0.416 -0.333
H 3.490 4.977 -2.464 0.277 -0.898 0.446
H 4.834 4.599 -0.415 0.042 -0.020 0.131
H 1.830 3.171 -2.980 -0.475 0.284 -0.934
H 4.357 2.907 1.158 0.016 -0.069 1.315
H 0.950 1.779 -1.304 -1.323 -1.425 -0.282
H 2.390 1.310 2.129 -0.165 0.056 0.479
H 2.140 0.111 0.877 -1.182 1.208 0.338
H -4.819 -4.077 -0.549 -0.619 0.269 0.105
H -4.883 -2.530 -1.470 -1.230 0.725 -1.303
H -3.465 -3.543 -1.349 0.705 0.437 -0.359
H -5.721 -3.468 1.413 1.065 0.744 0.026
H -5.147 -2.032 2.343 -0.008 0.168 0.118
H -6.099 -1.877 0.769 1.238 -0.559 1.284
H -1.524 -3.211 -0.458 0.130 0.020 1.528
H -0.920 -3.282 1.316 1.377 -0.916 -0.017
H -3.349 -4.211 1.331 0.994 1.410 -0.326
H -2.926 -2.727 2.288 0.033 -0.302 -0.199
```
Positions in Å, forces in eV/Å.

Output
HOMO	-8.85	eV
energy relative to the best compared isomer or geometry (same formula, charge and spin)	419.2	kJ/mol
orbital gap	0.3255	hartree
LUMO energy	0.0	eV
2S+1	1
molar mass	270.33	g mol⁻¹



Q: Which value of molar mass does entry 1 give?
A: 1016.01 g mol⁻¹



Q: Look up the molar mass of the fourth one.
A: 270.33 g mol⁻¹



Q: Look up the molar mass of the third one.
A: 685.36 g mol⁻¹



Q: Look up the 2S+1 of the third one.
A: 9